Entry 1:
DFT (wB97M-V/def2-TZVPD) results for C8H10ClNO4Ti as an isolated structure at a distorted geometry.

The expectation value of S² is 0.76. The orbital gap (alpha / beta) comes out at 5.977 / 7.529 eV. As for the LUMO energy (alpha / beta): 3.161 / 3.142 eV. The charge is -1. As for the spin multiplicity: 2. Its energy above the lowest of the compared OMol25 structures with the same formula, charge and spin is 134.5 kJ/mol.

Each line ends with the natural charge from an NBO analysis.
CARTESIAN COORDINATES (ANGSTROEM)
C  0.70  2.10  0.35  -0.284
C  0.96  1.27  1.49  -0.304
C  -0.29  0.82  2.01  -0.347
C  -1.34  1.35  1.18  -0.310
C  -0.73  2.16  0.16  -0.310
Ti  -0.08  -0.05  -0.25  0.890
C  1.26  -1.78  0.57  -0.631
C  1.89  -0.97  -0.33  0.015
C  3.00  -0.58  -0.95  -0.466
N  0.36  0.30  -1.87  -0.879
H  -0.44  0.22  2.91  0.226
H  1.95  1.04  1.89  0.228
H  -2.41  1.23  1.34  0.241
H  -1.25  2.74  -0.60  0.233
H  1.45  2.60  -0.25  0.231
H  1.36  -1.67  1.66  0.229
H  0.18  0.52  -2.85  0.354
H  0.80  -2.74  0.28  0.232
H  4.00  -1.01  -0.78  0.181
H  2.96  0.21  -1.71  0.211
O  -3.96  -0.70  -0.39  -0.820
Cl  -2.92  -1.56  -0.90  2.511
O  -3.23  -2.95  -0.73  -0.812
O  -2.56  -1.23  -2.25  -0.796
O  -1.65  -1.31  0.00  -0.822

=====

Entry 2:
DFT (wB97M-V/def2-TZVPD) results for one molecule with the formula C5H8N2 at a distorted geometry.

The orbital gap (alpha / beta) comes out at 9.162 / 6.442 eV. As for the LUMO energy (alpha / beta): -0.113 / -0.980 eV. The charge is 0. As for the spin multiplicity: 1. Its energy above the lowest of the compared OMol25 structures with the same formula, charge and spin is 527.5 kJ/mol.

Each line ends with the natural charge from an NBO analysis.
CARTESIAN COORDINATES (ANGSTROEM)
C  -0.65  1.42  0.01  -0.354
C  -0.31  0.10  0.32  -0.210
C  -1.42  -0.93  0.42  -0.628
N  0.90  -1.37  -1.13  -0.593
C  1.18  -0.56  -0.07  -0.156
C  2.09  0.60  -0.28  0.258
N  2.76  1.51  -0.51  -0.328
H  -0.21  0.81  1.27  0.353
H  -1.68  1.71  -0.20  0.214
H  0.11  2.19  -0.03  0.228
H  -1.83  -1.14  -0.56  0.231
H  -1.03  -1.87  0.82  0.233
H  -2.23  -0.57  1.07  0.217
H  0.84  -0.79  -1.97  0.314
H  1.48  -1.11  0.83  0.221

=====

Entry 3:
DFT (wB97M-V/def2-TZVPD) results for a 2-piece molecular cluster, H6N2 overall.

The orbital gap comes out at 11.098 eV. As for the LUMO energy: 0.890 eV. The charge is 0. As for the spin multiplicity: 1. Its energy above the lowest of the compared OMol25 structures with the same formula, charge and spin is 11.2 kJ/mol.

Each line ends with the natural charge from an NBO analysis.
CARTESIAN COORDINATES (ANGSTROEM)
N  1.46  -0.61  2.81  -1.069
H  2.13  -0.75  2.05  0.356
H  1.18  0.37  2.80  0.357
H  0.62  -1.16  2.58  0.357
N  -1.60  0.54  -2.42  -1.069
H  -0.82  0.32  -1.79  0.355
H  -1.39  1.45  -2.84  0.357
H  -1.57  -0.15  -3.18  0.357

=====

Entry 4:
DFT (wB97M-V/def2-TZVPD) results for a 2-piece molecular cluster, C6H19N2 overall.

The orbital gap comes out at 11.563 eV. As for the LUMO energy: -2.827 eV. The charge is +1. As for the spin multiplicity: 1. Its energy above the lowest of the compared OMol25 structures with the same formula, charge and spin is 30.5 kJ/mol.

Each line ends with the natural charge from an NBO analysis.
CARTESIAN COORDINATES (ANGSTROEM)
C  0.57  1.83  2.02  -0.612
C  1.62  1.42  0.99  -0.049
C  1.97  -0.05  1.14  -0.630
N  1.12  1.76  -0.37  -0.843
H  0.96  1.64  3.02  0.238
H  0.33  2.89  1.91  0.218
H  -0.38  1.31  1.88  0.189
H  2.52  2.01  1.19  0.195
H  2.67  -0.39  0.37  0.217
H  2.54  -0.16  2.06  0.243
H  1.10  -0.70  1.17  0.201
H  1.72  1.32  -1.05  0.379
H  1.30  2.74  -0.49  0.391
C  -0.84  -0.77  -1.28  -0.224
C  -1.67  -1.72  -0.46  -0.418
C  -1.42  -3.18  -0.83  -0.604
N  -1.25  0.66  -1.10  -0.729
H  0.22  -0.84  -1.04  0.214
H  -0.93  -1.03  -2.34  0.220
H  -2.73  -1.48  -0.60  0.209
H  -1.48  -1.56  0.61  0.211
H  -1.85  -3.39  -1.80  0.220
H  -0.34  -3.36  -0.83  0.212
H  -1.88  -3.85  -0.10  0.238
H  -2.01  0.73  -0.43  0.427
H  -0.38  1.24  -0.76  0.460
H  -1.52  1.08  -1.99  0.428

=====

Entry 5:
DFT (wB97M-V/def2-TZVPD) results for a 3-piece molecular cluster, C11H16N2O7P overall at a distorted geometry.

The orbital gap comes out at 6.284 eV. As for the LUMO energy: -5.667 eV. The charge is +1. As for the spin multiplicity: 1.

Each line ends with the natural charge from an NBO analysis.
CARTESIAN COORDINATES (ANGSTROEM)
C  2.17  -0.90  -2.94  -0.953
P  3.13  -2.11  -1.87  1.101
O  2.02  -2.91  -0.89  -0.945
C  4.11  -0.95  -0.76  -0.042
C  5.28  -0.32  -1.28  -0.177
C  5.90  0.54  -0.33  -0.120
C  5.30  0.62  0.98  0.022
N  4.24  0.00  1.44  -0.132
N  3.71  -0.74  0.49  -0.283
H  1.18  -1.33  -3.19  0.289
H  2.01  0.07  -2.44  0.247
H  2.73  -0.77  -3.89  0.270
H  2.48  -3.25  -0.10  0.497
H  5.68  -0.47  -2.29  0.282
H  6.80  1.12  -0.54  0.272
H  5.80  1.28  1.71  0.246
H  2.87  -1.24  0.78  0.426
C  0.13  -0.20  2.08  -0.102
C  0.75  0.81  1.14  -0.093
O  -0.21  0.90  0.09  -0.491
C  -1.41  0.51  0.61  0.971
O  -2.44  0.62  0.04  -0.559
O  -1.26  -0.02  1.85  -0.472
H  0.38  -0.01  3.12  0.219
H  0.41  -1.23  1.83  0.170
H  0.86  1.80  1.60  0.202
H  1.72  0.49  0.76  0.159
C  -6.20  0.20  0.97  -0.098
C  -5.57  1.21  0.04  -0.111
O  -6.53  1.30  -1.02  -0.489
C  -7.73  0.92  -0.52  0.962
O  -8.76  1.03  -1.09  -0.562
O  -7.59  0.38  0.73  -0.489
H  -5.96  0.39  2.01  0.199
H  -5.92  -0.82  0.72  0.181
H  -5.46  2.19  0.50  0.178
H  -4.61  0.88  -0.34  0.226

=====

Entry 6:
DFT (wB97M-V/def2-TZVPD) results for a 4-piece molecular cluster, C4H16NO3 overall at a distorted geometry.

The orbital gap comes out at 10.725 eV. As for the LUMO energy: -2.730 eV. The charge is +1. As for the spin multiplicity: 1. Its energy above the lowest of the compared OMol25 structures with the same formula, charge and spin is 243.5 kJ/mol.

Each line ends with the natural charge from an NBO analysis.
CARTESIAN COORDINATES (ANGSTROEM)
C  0.04  -0.08  3.60  -0.606
C  -0.13  1.13  2.73  -0.453
C  -0.06  0.90  1.25  -0.151
C  0.87  0.12  0.70  -0.086
N  1.03  -0.35  -0.69  -0.725
H  0.98  -0.62  3.35  0.202
H  -0.63  -0.93  3.59  0.222
H  0.06  0.26  4.55  0.227
H  0.81  1.80  3.00  0.241
H  -0.98  1.93  3.01  0.244
H  -0.74  1.49  0.54  0.223
H  1.73  -0.43  1.34  0.217
H  0.91  0.43  -1.40  0.445
H  1.98  -0.82  -0.91  0.476
H  0.26  -0.92  -0.96  0.471
H  3.77  0.43  -2.87  0.492
H  3.39  -0.93  -3.37  0.485
O  3.35  -0.40  -2.62  -0.969
H  -1.98  -0.79  -1.31  0.531
H  -1.45  -1.27  -2.75  0.514
O  -1.11  -0.89  -1.84  -1.020
H  -4.41  -0.19  -2.08  0.506
H  -3.80  0.71  -0.96  0.476
O  -3.66  0.03  -1.49  -0.961